Entry from the OMol25 dataset: a molecular structure, C4H36NO14 in a non-equilibrium geometry (ωB97M-V with the def2-TZVPD basis set).

Its largest force on an atom is 0.20436 Eh/bohr. Its spin multiplicity is 2. The calculation puts the energy above the lowest of the compared OMol25 structures with the same formula, charge and spin at 105.8 kcal per mole. The expectation value of S² is 0.756. The calculation puts the HOMO-LUMO gap (alpha / beta) at 0.3693 / 0.2105 Ha.

Last column: natural (NBO) charge in e.
CARTESIAN COORDINATES (ANGSTROEM)
O: 4.16 -1.67 -0.06  -0.9190
O: -2.82 -0.67 1.49  -0.9637
O: -0.34 2.27 1.63  -0.9725
O: -3.56 -0.17 -0.90  -0.9569
O: -1.05 2.48 -1.01  -1.0651
O: -2.11 0.83 3.43  -0.9565
O: 0.88 1.53 3.98  -1.0075
O: -3.38 2.65 -0.04  -0.9550
O: -2.18 -0.71 -4.04  -0.9670
O: 2.31 0.81 -0.48  -1.1053
O: 0.61 1.21 -3.74  -0.9952
O: 0.13 0.29 -1.24  -0.8499
O: 2.86 -0.49 -3.19  -0.9136
O: 2.80 3.37 0.06  -0.9484
N: 0.42 -1.21 0.48  -0.2443
C: -0.29 -3.58 0.43  -0.5838
C: 1.64 -2.82 1.84  -0.6808
C: -0.39 -0.87 -0.72  0.0275
C: 0.30 -2.39 1.30  -0.0949
H: -0.20 -4.56 0.75  0.2358
H: 2.77 2.65 -0.56  0.4869
H: -0.46 3.15 1.16  0.5202
H: 2.19 2.93 0.83  0.4533
H: -1.32 -3.34 0.39  0.2253
H: -3.25 -0.70 2.33  0.5105
H: 2.60 -2.45 1.60  0.2642
H: 1.29 -0.58 0.47  0.4605
H: 1.26 -2.46 2.93  0.2416
H: 0.61 1.15 -2.73  0.4934
H: -3.79 -0.31 0.10  0.5118
H: -2.58 2.34 -0.37  0.4726
H: 1.31 0.41 -0.86  0.4607
H: 1.85 -3.90 1.87  0.2458
H: -0.24 -1.51 -1.61  0.2690
H: -1.52 0.09 -3.87  0.4874
H: 2.60 0.46 -1.46  0.4856
H: -2.64 0.11 -0.82  0.4372
H: 3.86 -0.95 0.48  0.4746
H: 3.39 -1.90 -0.55  0.4544
H: 1.68 1.77 4.13  0.4572
H: 0.05 1.76 0.87  0.4950
H: 1.86 -0.85 -3.23  0.4662
H: -1.84 -0.72 1.72  0.4748
H: -0.51 -2.29 2.12  0.2586
H: -1.75 1.24 2.71  0.4798
H: -1.44 -0.88 -0.29  0.2402
H: 0.23 2.04 -4.03  0.4925
H: 0.43 -3.43 -0.44  0.2106
H: -1.57 0.97 4.13  0.4775
H: -0.50 1.56 -1.34  0.5053
H: 2.55 0.38 -3.31  0.4736
H: -2.95 -0.62 -3.56  0.4781
H: 0.44 1.80 3.02  0.5051
H: -3.90 2.45 -0.80  0.4596
H: -0.53 3.32 -1.04  0.4870



Entry from the OMol25 dataset: 2 unconnected molecules or ions with the total composition C4H11NO in a non-equilibrium geometry (ωB97M-V with the def2-TZVPD basis set).

Its largest force on an atom is 0.09776 Eh/bohr. Its spin multiplicity is 2. The calculation puts the energy above the lowest of the compared OMol25 structures with the same formula, charge and spin at 53.4 kcal per mole. The net charge is +1. The expectation value of S² is 0.759. The calculation puts the HOMO-LUMO gap (alpha / beta) at 0.3777 / 0.2542 Ha.

Last column: natural (NBO) charge in e.
CARTESIAN COORDINATES (ANGSTROEM)
O: 0.27 3.04 -1.35  -0.9270
N: 1.16 0.24 -0.96  -0.6700
C: -0.26 -1.75 -0.97  -0.1403
C: 0.15 -0.64 1.11  -0.4760
C: 0.28 -0.61 -0.44  0.3043
C: -1.40 -0.09 1.43  -0.5598
H: -1.96 -0.69 0.84  0.1971
H: 2.09 0.51 -0.57  0.4583
H: 0.10 -2.17 -1.96  0.2464
H: 0.39 3.54 -0.51  0.4803
H: 1.00 -0.16 1.74  0.2600
H: -0.87 -2.28 -0.27  0.2318
H: -1.76 -0.39 2.47  0.2599
H: -1.40 0.92 1.13  0.2289
H: 0.27 -1.72 1.41  0.2479
H: 0.60 2.14 -1.18  0.4460
H: 1.33 0.10 -1.92  0.4122



Entry from the OMol25 dataset: a gas-phase ion, CH3S (charge -1) (ωB97M-V with the def2-TZVPD basis set).

Its largest force on an atom is 0.00924 Eh/bohr. Its spin multiplicity is 1. The calculation puts the energy above the lowest of the compared OMol25 structures with the same formula, charge and spin at 0.0 kcal per mole. The net charge is -1. The calculation puts the HOMO-LUMO gap at 0.2418 Ha.

Last column: natural (NBO) charge in e.
CARTESIAN COORDINATES (ANGSTROEM)
S: -0.39 0.05 -1.66  -0.7599
C: 0.03 0.00 0.13  -0.7389
H: -0.47 0.80 0.69  0.1648
H: 1.11 0.11 0.26  0.1676
H: -0.28 -0.95 0.57  0.1665



Entry from the OMol25 dataset: 5 unconnected molecules or ions with the total composition C15H42B2O19S5 (ωB97M-V with the def2-TZVPD basis set).

Its largest force on an atom is 0.01150 Eh/bohr. Its spin multiplicity is 1. The calculation puts the HOMO-LUMO gap at 0.3959 Ha.

Last column: Löwdin charge in e.
CARTESIAN COORDINATES (ANGSTROEM)
S: -5.02 -0.78 0.56  0.5628
S: -0.01 8.79 -1.61  0.5568
S: 0.18 2.63 1.55  0.5687
S: 5.55 -2.85 2.60  0.5564
S: -0.80 -4.60 -0.66  1.0041
O: 4.57 -3.20 3.79  -0.2633
O: -0.76 -3.85 -3.81  0.1939
O: 1.15 2.60 2.59  -0.2669
O: 2.49 -3.35 -0.97  0.0995
O: 6.40 -3.97 2.32  -0.2735
O: 1.10 9.30 -0.86  -0.2781
O: -1.77 -3.73 -1.65  -0.1321
O: -0.21 1.16 1.12  -0.2708
O: -5.97 0.33 1.17  -0.2641
O: -1.10 8.18 -0.90  -0.2791
O: 4.78 -2.28 1.53  -0.2803
O: 0.19 -3.43 -0.27  -0.1297
O: -0.08 -5.53 -1.51  -0.3612
O: 0.53 7.81 -2.72  -0.2679
O: 0.92 -1.89 -1.96  0.2066
O: -4.94 -1.90 1.45  -0.2680
O: 0.44 3.40 0.37  -0.2785
O: -5.38 -0.99 -0.81  -0.2800
O: -3.14 -4.05 -3.55  0.0835
C: 3.66 -5.44 3.25  -0.0680
C: 1.45 6.76 -2.30  -0.2352
C: -3.52 0.14 0.64  -0.1186
C: 0.74 5.60 -1.63  -0.0863
C: 6.48 -1.61 3.42  -0.1195
C: 0.70 0.46 0.22  -0.2262
C: -4.19 -3.31 -2.93  -0.0421
C: -7.41 0.14 1.02  -0.2402
C: -1.38 3.10 2.22  -0.1186
C: -7.96 -0.86 2.00  -0.0707
C: 1.92 -0.09 0.94  -0.0492
C: 3.21 -3.84 -2.11  -0.1988
C: 4.68 -3.47 -1.97  -0.0538
C: 3.37 -3.97 3.45  -0.2387
C: -0.64 10.03 -2.68  -0.1246
B: 1.22 -2.91 -1.10  -0.8684
B: -1.89 -3.93 -3.04  -0.8396
H: -2.73 -0.53 0.31  0.0716
H: 2.72 -5.97 3.14  0.0824
H: 5.13 -3.35 -2.96  0.0750
H: 3.08 -4.92 -2.13  0.1254
H: -0.01 -1.87 -2.21  0.1070
H: -1.25 4.10 2.63  0.0794
H: -1.37 9.58 -3.35  0.0743
H: -7.61 -0.14 -0.02  0.1126
H: 7.26 -1.30 2.73  0.0775
H: 1.61 -0.69 1.79  0.0936
H: 2.56 0.71 1.31  0.0791
H: 4.77 -2.53 -1.43  0.0764
H: -7.82 1.13 1.18  0.1219
H: 0.33 5.90 -0.66  0.0679
H: 6.92 -2.04 4.32  0.0757
H: -7.67 -0.60 3.02  0.0857
H: 2.78 -3.42 -3.03  0.1226
H: 5.23 -4.23 -1.43  0.0779
H: 2.92 -3.52 2.56  0.1071
H: -1.12 10.77 -2.05  0.0759
H: -0.07 5.24 -2.25  0.0893
H: 0.11 -0.35 -0.19  0.0985
H: 2.50 -0.71 0.26  0.0770
H: -9.05 -0.86 1.93  0.0828
H: -1.64 2.40 3.01  0.0749
H: 4.27 -5.61 2.36  0.0732
H: -3.81 -2.49 -2.32  0.0703
H: -4.83 -3.95 -2.33  0.1011
H: -2.12 3.10 1.43  0.0687
H: -3.35 0.43 1.67  0.0733
H: 2.21 7.20 -1.67  0.1134
H: 0.18 10.47 -3.23  0.0742
H: -4.80 -2.87 -3.73  0.0979
H: -7.60 -1.87 1.79  0.0735
H: -0.49 -4.66 -4.26  0.1253
H: 2.71 -3.80 4.29  0.1218
H: 0.97 1.14 -0.59  0.1214
H: 1.45 4.79 -1.46  0.0721
H: 1.92 6.45 -3.23  0.1206
H: -3.60 1.00 -0.01  0.0800
H: 5.82 -0.78 3.66  0.0758
H: 4.20 -5.84 4.11  0.0852